No. 1
ORCA calculation (ωB97M-V with the def2-TZVPD basis set) on a structure of composition C17H25F4MnN3O4S at a distorted geometry.

Element x y z (Å)
C -1.944172 1.802144 0.917499
C -1.201319 -2.651805 1.559364
H 1.656159 2.529292 2.687453
H -3.046437 -2.049777 0.065513
F -0.175290 2.301639 4.029078
H 2.613764 -1.409202 -0.321479
H 0.277388 -3.020756 -0.807392
H -2.536163 -3.755340 -1.761525
O 0.636083 2.671255 -1.821978
H 1.527692 0.768945 2.699503
C -1.623977 -3.156847 -1.843048
F -2.653966 2.692922 4.783118
C -0.593194 -3.681746 -0.817691
H 3.465533 0.281925 -1.844841
C -3.242879 1.969130 1.331387
C -1.218868 -1.502933 0.601545
C 1.549517 2.056052 -4.246212
C 2.888449 -0.736051 0.490218
C -3.516250 2.281881 2.648233
N -2.278891 -1.463603 -0.233120
N 0.418543 1.725321 1.186557
C -1.111083 -3.912543 0.628236
H 3.938078 -0.903856 0.750687
H 3.704684 1.333900 1.798097
C -1.131451 2.194766 3.093408
Mn 0.548644 0.998313 -0.568564
H 1.052582 2.664973 -4.996427
H 2.403181 2.576399 -3.820647
H -1.231065 -3.307595 -2.850399
C -2.440015 2.393741 3.503900
H -4.527722 2.425868 2.997721
S 0.368045 1.741625 -2.952300
H -0.334577 -2.570966 2.210232
H 4.634873 0.952273 -0.690396
H -1.157218 -1.030330 -1.953250
C 2.838267 1.604583 1.187151
C -0.821285 1.910298 1.751726
O -0.952840 1.755077 -3.479260
H 2.266247 -0.967052 1.352274
H -2.100628 -2.685032 2.173450
H -0.447628 -4.630354 1.108880
H 3.382531 1.997057 -1.393568
F -1.702678 1.480174 -0.388870
F -4.231814 1.817904 0.451979
O 0.735863 0.393004 -2.349087
C -1.983109 -1.671958 -1.662108
C 1.593851 1.649346 2.050604
N 2.676550 0.655583 0.068881
O -0.223392 -0.774920 0.468283
H 1.839521 1.094000 -4.662480
H -0.240235 -4.647578 -1.179709
H 3.003199 2.595383 0.763400
H -2.093156 -4.384335 0.567488
C 3.595252 0.992459 -1.029708
H -2.853191 -1.392651 -2.251807

Atoms 1-6, force components in eV/Å:
C 0.1630 -0.0015 0.1629
C 0.1635 -0.1175 -0.2369
H -0.0169 -0.0035 0.0765
H 0.0532 -0.0836 0.0924
F 0.0705 0.0192 -0.0315
H 0.0188 0.0142 -0.0064

Results
total charge = +1
frontier orbital gap (spin up / spin down) = 6.0 / 8.0 eV
electronic energy = -83715.2446 eV
2S+1 = 5
HOMO energy (spin up / spin down) = -10.98 / -11.25 eV

How is the electron density shared among the atoms? According to Mulliken, the charges in e are: 0.350, -0.909, 0.549, 0.397, -0.317, 0.352, -0.116, 0.335, -0.633, 0.470, -0.888, -0.298, -0.143, 0.271, -0.179, -0.413, -1.059, -1.232, -0.477, 0.032, 0.293, -0.660, 0.355, 0.333, 0.487, 0.263, 0.417, 0.325, 0.422, 0.111, 0.532, 1.657, 0.378, 0.380, -0.161, -1.206, 0.166, -0.630, 0.293, 0.390, 0.422, 0.336, -0.201, -0.302, -0.658, -0.070, -0.587, 0.544, 0.419, 0.336, 0.451, 0.468, 0.323, -1.132, 0.414

No. 2
ORCA calculation (ωB97M-V with the def2-TZVPD basis set) on a cluster of 5 separate species, C11H31NO12S3 in total at a distorted geometry.

Element x y z (Å)
C 7.476430 2.051652 2.352547
C 0.851621 -4.268483 0.354356
H -4.302216 3.548926 1.641776
H 7.144153 1.246782 3.004955
H -5.776592 -1.827089 0.070509
C 2.537615 -2.548526 -2.967381
H 2.474232 -3.634663 -3.071044
O 4.917191 2.027751 2.123253
H -4.518660 2.168416 0.543972
H 3.583489 -2.253871 -2.927078
H -3.983513 -0.354621 2.042712
O -3.428898 4.893105 -0.641873
C 1.794265 -2.046918 -1.760919
H -2.925428 2.935162 0.777500
H 8.326135 2.564439 2.791536
C -3.995420 3.104811 0.697587
O 0.074578 1.039657 0.523356
H -5.594939 -0.630763 -3.808828
N -4.240722 4.007036 -0.447837
C -0.995055 1.097057 -0.417260
H -1.902525 0.709233 0.069208
C -5.758680 -0.515869 -2.739869
H -0.806113 0.464530 -1.284734
O -3.497213 0.624790 -2.466033
H 1.852821 -0.957316 -1.738527
S 1.692430 -2.765959 0.726362
C 3.403493 0.737552 0.805716
H 2.720742 1.583046 0.756366
H 0.483422 -4.706188 1.279991
H 5.521289 0.331321 1.098326
H 3.261492 0.081520 -0.052153
S -4.175363 -0.517001 -1.994508
O 6.149350 3.763237 0.918041
O 5.861160 3.820056 3.376310
O 2.630128 -2.972561 1.756729
C -4.825835 -1.380312 0.363765
O 0.707855 -1.733066 0.806290
O -4.533173 -0.225929 -0.470905
H -1.191292 2.137210 -0.660033
H 0.749378 -2.342836 -1.731292
O 2.526507 -2.509631 -0.584734
H 3.094703 0.163334 1.685167
H -6.207973 0.458575 -2.559138
S 6.074628 3.100923 2.171669
H -5.106490 -1.649354 2.494506
H 0.327751 0.111831 0.581996
H -5.728921 -0.138853 1.875548
H -4.008430 -2.086964 0.263833
H 2.091560 -2.152896 -3.881671
O -5.244989 3.811686 -1.104331
O -3.594054 -1.819361 -2.091311
C -4.913164 -0.857140 1.772376
H 5.140973 1.755637 0.080540
H 0.032797 -4.014473 -0.312469
H 7.755607 1.690490 1.365670
H 1.540508 -4.988264 -0.080790
H -6.385324 -1.303211 -2.330173
C 4.842676 1.172355 0.952423

Atoms 1-6, force components in eV/Å:
C 0.1232 -0.3066 -0.0312
C -0.0091 -0.2611 0.0974
H -0.2656 0.3837 -0.2603
H 0.2323 -0.0866 -0.0026
H 0.0767 -0.0631 -0.2361
C -0.2341 -0.4811 -0.4112

Results
SMILES string = CCOS(C)(=O)=O.CCOS(C)(=O)=O.CCOS(C)(=O)=O.C[N+](=O)[O-].CO
frontier orbital gap = 9.9 eV
electronic energy = -70471.0440 eV
HOMO energy = -9.79 eV

How is the electron density shared among the atoms? According to Mulliken, the charges in e are: -0.931, -0.992, 0.336, 0.319, 0.334, -1.459, 0.319, -0.260, 0.167, 0.320, 0.276, -0.555, 0.084, 0.131, 0.378, -0.522, -0.498, 0.380, 0.964, -0.326, -0.063, -0.982, 0.267, -0.593, 0.188, 1.134, -0.930, 0.361, 0.387, 0.332, 0.147, 1.200, -0.630, -0.618, -0.619, -0.239, -0.658, -0.097, 0.358, 0.445, -0.343, 0.306, 0.319, 1.193, 0.403, 0.386, 0.317, 0.325, 0.410, -0.551, -0.681, -1.241, 0.406, 0.318, 0.316, 0.354, 0.326, -0.418

No. 3
ORCA calculation (ωB97M-V with the def2-TZVPD basis set) on a cluster of 2 separate species, C9H14 in total.

Element x y z (Å)
C 0.773953 -1.811315 0.586102
H -2.853686 -0.660370 0.613488
C 1.555141 1.932045 1.007210
H 1.802647 -3.195817 -0.712025
C 1.598610 0.503247 0.520275
H 3.353380 -1.533322 -1.629267
H 0.537025 2.196877 1.311121
H 2.213691 2.095211 1.864602
H 3.186914 0.889561 -0.902802
C -2.532791 -0.149290 -0.292802
C 0.736430 -0.440058 1.053703
C 2.518937 0.150549 -0.471334
C 1.734724 -2.165238 -0.365263
C 2.615014 -1.234432 -0.890053
H -3.819713 1.622982 -0.043296
H -3.274913 1.342022 -1.687736
H -1.570955 0.327577 -0.103391
H -2.378053 -0.912808 -1.053856
H 1.839764 2.611372 0.194593
C -3.600641 0.838658 -0.774572
H -4.532658 0.319025 -1.009137
H 0.006016 -0.162706 1.809095
H 0.091165 -2.563772 0.975344

Atoms 1-6, force components in eV/Å:
C -0.0301 -0.1558 -0.1045
H 0.0600 0.0005 0.1104
C -0.2476 -0.0073 -0.1675
H -0.0569 0.0167 0.0596
C 0.0919 -0.0453 -0.0884
H -0.0476 0.0146 0.0412

Results
total charge = -1
frontier orbital gap (spin up / spin down) = 2.7 / 6.9 eV
electronic energy = -9558.7616 eV
ΔE to the lowest compared entry with this formula, charge and spin = 0.82 kcal per mole
2S+1 = 2
HOMO energy (spin up / spin down) = 0.96 / -3.28 eV

How is the electron density shared among the atoms? According to Mulliken, the charges in e are: -0.616, 0.286, -1.335, 0.289, 0.922, 0.372, 0.282, 0.266, 0.261, -0.583, -0.721, -0.660, -0.466, -0.535, 0.297, 0.290, 0.096, 0.266, 0.327, -0.975, 0.284, 0.283, 0.372